{
  "formula": "C18H27N4OS",
  "method": "ωB97M-V/def2-TZVPD",
  "e_tot_ev": -37945.6950,
  "multiplicity": 1,
  "gap_ev": 2.87,
  "lumo_energy_ev": 1.49,
  "charge": -1,
  "symbols": ["C", "C", "N", "C", "C", "C", "C", "C", "C", "N", "S", "N", "C", "H", "H", "H", "H", "H", "H", "H", "H", "H", "C", "C", "C", "C", "C", "C", "N", "O", "C", "C", "C", "H", "H", "H", "H", "H", "H", "H", "H", "H", "H", "H", "H", "H", "H", "H", "H", "H", "H"],
  "positions_angstrom": [[-0.93847, -1.86590, -1.27216], [-2.00430, -0.87901, -0.88486], [-2.24496, 0.19783, -1.50133], [-2.89230, -1.21512, 0.29960], [-4.20302, -1.75081, -0.23280], [-4.36270, -3.08528, -0.47575], [-5.57826, -3.58735, -1.03625], [-6.60826, -2.75147, -1.33742], [-6.48148, -1.36486, -1.08176], [-7.37406, -0.40100, -1.31960], [-6.71811, 0.97519, -0.85039], [-5.27391, 0.46632, -0.32791], [-5.27514, -0.84626, -0.52537], [-1.41522, -2.63757, -1.87608], [-0.52558, -2.32353, -0.37996], [-0.17231, -1.34266, -1.83566], [-1.57596, 0.29189, -2.26757], [-3.08302, -0.31811, 0.87870], [-2.42599, -1.95520, 0.94265], [-3.56200, -3.76888, -0.25103], [-5.64045, -4.64572, -1.23452], [-7.52264, -3.11815, -1.77879], [1.13331, 0.47449, 1.96693], [1.71853, 1.45334, 0.92780], [2.58854, 2.48982, 1.65446], [3.92670, 1.95810, 2.17557], [4.46673, 0.79260, 1.33377], [3.91522, 0.73524, -0.09739], [2.47507, 0.64890, -0.03780], [1.88913, 0.57534, -1.31151], [4.43332, -0.55876, -0.72459], [4.46356, 1.91492, -0.92287], [0.55560, 2.21265, 0.30255], [0.48737, -0.24984, 1.46651], [0.53440, 0.99536, 2.72958], [1.92236, -0.07828, 2.47994], [2.78706, 3.31920, 0.97046], [2.02101, 2.92912, 2.48334], [4.65109, 2.77848, 2.18198], [3.83072, 1.64024, 3.21819], [5.56097, 0.83768, 1.31286], [4.22086, -0.15145, 1.82975], [4.01657, -1.42280, -0.20378], [5.52766, -0.61034, -0.65722], [4.15276, -0.62390, -1.77508], [5.56044, 1.89676, -0.94326], [4.15928, 2.88318, -0.52096], [4.10823, 1.85184, -1.95139], [0.01144, 2.75706, 1.08361], [-0.14592, 1.54156, -0.18782], [0.90612, 2.93514, -0.43534]]
}